<P>
Molecular formula: C3H7ClN2S
Method: DFT, ωB97M-V/def2-TZVPD

XYZ file:
```
14
Properties=species:S:1:pos:R:3
H 0.21 2.44 0.09
N -0.39 1.75 -0.27
C -0.39 0.57 0.11
C 0.61 -0.14 0.74
C 1.51 -0.86 -0.25
Cl 2.56 0.23 -1.08
N -1.43 -0.35 -0.29
S -2.99 -0.12 -0.91
H 1.25 0.72 1.14
H 0.53 -0.79 1.64
H 0.75 -1.41 -0.97
H 2.22 -1.76 0.04
H -1.25 -1.40 0.25
H -3.19 1.13 -0.26
```

Properties
Orbital gap   0.3271 Ha
SMILES   [H]/N=C(\CCCl)NS
HOMO   -8.4 eV
LUMO   0.507 eV
Spin multiplicity   1

=====

<Q>
Molecular formula: C3H7ClN2S
Method: DFT, ωB97M-V/def2-TZVPD

XYZ file:
```
14
Properties=species:S:1:pos:R:3
C -2.09 0.16 -0.27
N -1.20 -0.87 0.01
C -0.05 -0.40 0.21
C 1.13 -1.20 0.61
Cl 2.55 -0.99 -0.43
N 0.33 1.06 -0.35
S 1.70 1.89 0.18
H -2.32 0.93 0.50
H -1.80 0.81 -1.12
H -3.11 -0.41 -0.38
H 1.47 -1.03 1.80
H 0.78 -2.34 0.59
H -0.27 1.40 -1.02
H 2.89 0.96 -0.33
```

Properties
Orbital gap   0.3437 Ha
SMILES   C/N=C(/CCl)NS
HOMO   -8.8 eV
LUMO   0.588 eV
Spin multiplicity   1

=====

Quick one: least stable of them? <Q>

=====

<P>
Molecular formula: C4H6ClNO2
Method: DFT, ωB97M-V/def2-TZVPD

XYZ file:
```
14
Properties=species:S:1:pos:R:3
C -2.19 -0.21 -0.60
C 0.15 0.55 -0.20
C 1.51 0.04 0.05
C 2.40 0.75 0.84
H -2.46 -1.41 -0.95
H -1.93 0.49 -1.65
H -3.24 0.41 -0.01
H -0.58 -1.45 1.65
H 3.53 0.50 0.68
H 2.14 1.67 1.42
N -0.95 -0.25 0.15
O -0.56 -1.54 0.58
O 0.13 1.56 -0.99
Cl 2.04 -1.11 -0.97
```

Properties
Orbital gap   0.3567 Ha
HOMO   -9.2 eV
LUMO   0.465 eV
Spin multiplicity   1

=====

<Q>
Molecular formula: C4H6ClNO2
Method: DFT, ωB97M-V/def2-TZVPD

XYZ file:
```
14
Properties=species:S:1:pos:R:3
O -1.01 -1.49 -1.72
C -0.78 -0.99 -0.64
N -0.96 -1.35 0.66
C -0.34 -0.12 1.22
C -0.12 0.36 -0.22
O -0.92 1.45 -0.65
C 1.28 0.57 -0.70
Cl 2.40 -0.72 -0.23
H -1.33 -2.17 1.09
H 0.58 -0.35 1.68
H -1.09 0.45 1.81
H -0.57 2.28 -0.25
H 1.63 1.51 -0.29
H 1.24 0.58 -1.77
```

Properties
Orbital gap   0.3852 Ha
SMILES   O=C1NC[C@@]1(O)CCl
HOMO   -9.9 eV
LUMO   0.555 eV
Spin multiplicity   1

=====

Quick one: least stable of them? <P>

=====

<P>
Molecular formula: C8H13N2O
Method: DFT, ωB97M-V/def2-TZVPD

XYZ file:
```
24
Properties=species:S:1:pos:R:3
C 2.61 -1.71 -0.43
C 2.99 -0.28 -0.02
C 1.41 -2.35 -0.34
C 2.08 0.76 0.22
C 0.00 -0.50 0.15
C 1.75 2.15 -0.21
C -1.95 0.76 -0.33
C -2.19 -1.38 0.82
N 0.27 -1.75 0.02
N -1.33 -0.18 0.62
O 2.63 0.15 1.29
H 3.47 -2.32 -0.70
H 4.00 0.08 -0.22
H 1.12 -3.37 -0.65
H 1.42 2.29 -1.31
H 2.85 2.60 -0.29
H 1.15 2.69 0.53
H -1.14 1.19 -0.77
H -2.57 0.35 -1.14
H -2.56 1.44 0.04
H -1.98 -1.90 -0.16
H -1.85 -1.96 1.66
H -3.24 -1.02 1.01
H -1.30 0.42 1.42
```

Properties
Orbital gap (alpha / beta)   0.2995 / 0.2995 Ha
Net charge   +1
HOMO (alpha / beta)   -12.1 / -12.1 eV
LUMO (alpha / beta)   -3.909 / -3.909 eV
Spin multiplicity   1

=====

<Q>
Molecular formula: C8H13N2O
Method: DFT, ωB97M-V/def2-TZVPD

XYZ file:
```
24
Properties=species:S:1:pos:R:3
C -0.30 0.63 -2.56
C 0.34 -0.59 -2.55
C -0.15 -1.85 -1.73
C 0.86 -2.05 -0.64
C 0.85 -1.18 0.36
C -0.26 -0.26 0.37
N -0.46 0.84 1.30
C -0.50 0.57 2.77
C 0.43 2.03 1.02
N -1.39 -0.45 -0.33
O -1.45 -1.48 -1.10
H 0.12 1.37 -3.17
H -1.35 0.66 -2.34
H 1.39 -0.60 -2.86
H -0.47 -2.65 -2.40
H 1.71 -2.76 -0.71
H 1.45 -1.22 1.25
H -1.52 0.93 0.96
H -0.97 1.33 3.32
H -0.89 -0.42 2.94
H 0.57 0.57 3.12
H -0.11 2.82 0.67
H 0.90 2.24 2.00
H 1.19 1.51 0.31
```

Properties
Orbital gap   0.3367 Ha
Net charge   +1
SMILES   C=C[C@H]1C=CC([NH+](C)C)=NO1
HOMO   -13.1 eV
LUMO   -3.947 eV
Spin multiplicity   1

=====

Quick one: least stable of them? <P>

=====

<P>
Molecular formula: C44H40CsF6N13O7S2Te
Method: DFT, ωB97M-V/def2-TZVPD

XYZ file:
```
114
Properties=species:S:1:pos:R:3
Cs 0.69 0.75 -0.04
C 2.48 5.00 -2.62
C 1.99 3.98 -1.79
N 2.38 2.72 -1.87
C 3.27 2.35 -2.85
C 3.61 3.30 -3.89
C 3.27 4.65 -3.70
C 4.27 2.82 -5.04
C 4.57 1.46 -5.20
C 4.31 0.54 -4.18
C 3.73 0.93 -2.94
N 3.51 0.08 -1.90
C 4.24 -1.02 -1.69
C 5.58 -1.32 -2.16
C 6.21 -2.54 -1.93
C 5.57 -3.55 -1.22
C 4.27 -3.35 -0.68
C 3.57 -4.37 0.06
C 2.35 -4.05 0.59
C 1.90 -2.74 0.56
N 2.49 -1.76 -0.13
C 3.63 -2.05 -0.83
H 2.21 6.05 -2.39
H 1.34 4.22 -0.96
H 3.63 5.41 -4.41
H 4.49 3.53 -5.84
H 5.07 1.12 -6.11
H 4.61 -0.52 -4.29
H 6.14 -0.52 -2.64
H 7.23 -2.69 -2.33
H 6.03 -4.56 -1.11
H 4.02 -5.35 0.21
H 1.69 -4.82 1.08
H 0.99 -2.46 1.08
N -5.33 0.89 0.64
C -6.19 0.19 -0.19
C -5.52 -1.00 -0.48
N -4.32 -1.03 0.17
C -4.24 0.13 0.83
H -5.50 1.86 0.95
H -7.11 0.57 -0.53
H -5.83 -1.79 -1.14
H -3.38 0.42 1.45
N 2.45 3.46 3.10
N 3.23 2.90 2.13
N 3.04 1.70 1.58
C 4.11 1.64 0.74
N 4.86 2.75 0.75
N 4.35 3.54 1.63
H 1.52 2.92 3.11
H 2.45 4.50 3.01
H 4.33 0.85 0.03
Te -1.88 -3.00 -0.53
C -2.81 -4.85 -1.03
C -2.20 -6.08 -0.65
C -2.85 -7.29 -0.94
C -4.02 -7.29 -1.69
C -4.62 -6.08 -2.05
C -4.00 -4.87 -1.74
C -1.32 -2.72 -2.56
C -2.26 -2.16 -3.46
C -1.97 -2.19 -4.84
C -0.76 -2.68 -5.31
C 0.19 -3.18 -4.41
C -0.06 -3.20 -3.03
H -1.25 -6.07 -0.13
H -2.34 -8.19 -0.59
H -4.45 -8.23 -2.01
H -5.58 -5.99 -2.57
H -4.43 -3.93 -2.06
H -3.18 -1.72 -3.06
H -2.69 -1.74 -5.54
H -0.53 -2.66 -6.38
H 1.14 -3.53 -4.79
H 0.69 -3.57 -2.31
F -2.22 6.49 0.99
C -1.33 5.47 0.87
F -0.65 5.33 2.03
F -0.50 5.80 -0.15
S -2.22 3.75 0.55
O -1.27 3.07 -0.32
O -2.39 3.23 1.89
N -3.59 4.18 -0.09
S -4.21 4.05 -1.56
O -3.59 4.92 -2.52
O -4.62 2.72 -1.85
C -5.95 4.97 -1.26
F -5.81 6.13 -0.58
F -6.55 5.27 -2.44
F -6.81 4.16 -0.56
C -2.64 1.41 5.49
C -1.14 1.52 5.75
C -0.14 0.51 5.08
C 1.26 0.81 5.75
C 2.52 0.10 5.22
C -0.62 -0.90 5.52
O -0.79 -1.22 6.70
N -0.98 -1.75 4.51
C -0.84 -1.60 3.13
O -1.05 -2.55 2.37
N -0.46 -0.36 2.76
C -0.03 0.64 3.56
O 0.50 1.67 3.04
H -3.15 2.23 6.01
H -3.10 0.47 5.82
H -2.89 1.47 4.43
H -0.91 1.49 6.84
H -0.81 2.50 5.38
H 1.14 0.57 6.84
H 1.42 1.90 5.69
H 2.26 -0.88 4.78
H 3.19 -0.08 6.07
H 3.07 0.69 4.50
H -1.23 -2.70 4.81
```

Properties
Orbital gap   0.2024 Ha
Net charge   -2
HOMO   -1.9 eV
LUMO   3.594 eV
Spin multiplicity   1

=====

<Q>
Molecular formula: C44H40CsF6N13O7S2Te
Method: DFT, ωB97M-V/def2-TZVPD

XYZ file:
```
114
Properties=species:S:1:pos:R:3
Cs -0.30 -1.21 21.84
C -3.91 -3.29 18.67
C -3.11 -2.54 19.55
N -1.93 -2.96 20.03
C -1.52 -4.21 19.78
C -2.37 -5.12 19.04
C -3.54 -4.62 18.43
C -2.10 -6.50 19.03
C -1.00 -7.01 19.70
C -0.11 -6.16 20.36
C -0.23 -4.72 20.27
N 0.67 -3.81 20.72
C 2.02 -4.10 20.79
C 2.68 -5.10 20.03
C 3.99 -5.50 20.33
C 4.72 -4.89 21.34
C 4.19 -3.75 22.03
C 4.92 -3.00 22.97
C 4.37 -1.84 23.51
C 3.09 -1.46 23.08
N 2.37 -2.13 22.18
C 2.86 -3.30 21.68
H -4.79 -2.84 18.19
H -3.38 -1.50 19.80
H -4.18 -5.25 17.80
H -2.83 -7.18 18.57
H -0.78 -8.07 19.65
H 0.76 -6.60 20.87
H 2.15 -5.55 19.20
H 4.44 -6.31 19.77
H 5.69 -5.32 21.65
H 5.90 -3.35 23.26
H 4.92 -1.26 24.26
H 2.58 -0.58 23.51
N -3.42 2.05 26.28
C -3.74 1.68 27.57
C -2.62 1.02 28.05
N -1.66 0.95 27.07
C -2.20 1.55 26.02
H -4.08 2.38 25.60
H -4.71 1.87 28.02
H -2.49 0.57 29.01
H -1.73 1.64 25.04
N -0.61 1.59 18.42
N -0.07 0.37 18.27
N 0.60 -0.28 19.22
C 0.92 -1.44 18.66
N 0.40 -1.54 17.41
N -0.22 -0.37 17.14
H -0.40 2.13 19.34
H -0.60 2.06 17.52
H 1.43 -2.22 19.18
Te 0.86 -1.14 26.39
C 1.67 -1.51 28.35
C 3.06 -1.60 28.52
C 3.55 -1.79 29.81
C 2.70 -1.88 30.88
C 1.34 -1.93 30.70
C 0.81 -1.68 29.42
C 0.09 -3.10 26.29
C -1.15 -3.49 26.80
C -1.47 -4.83 26.84
C -0.60 -5.79 26.32
C 0.62 -5.40 25.80
C 0.97 -4.07 25.80
H 3.69 -1.46 27.65
H 4.63 -1.94 29.95
H 3.11 -1.95 31.90
H 0.71 -2.19 31.54
H -0.25 -1.63 29.27
H -1.88 -2.73 27.10
H -2.48 -5.14 27.21
H -0.91 -6.82 26.32
H 1.30 -6.11 25.36
H 1.93 -3.76 25.38
F -5.78 2.29 20.39
C -4.72 1.44 20.25
F -3.75 2.09 19.54
F -5.08 0.35 19.53
S -4.22 1.10 22.07
O -3.41 -0.12 21.99
O -3.51 2.35 22.36
N -5.51 0.92 22.96
S -6.42 0.16 24.03
O -7.12 -0.97 23.43
O -5.61 -0.12 25.22
C -7.76 1.30 24.72
F -8.22 2.06 23.70
F -8.78 0.56 25.27
F -7.17 2.09 25.65
C -0.48 5.34 22.82
C 0.12 4.92 21.51
C 1.28 3.93 21.64
C 1.98 3.97 20.28
C 2.88 2.83 19.95
C 2.26 4.33 22.71
O 2.87 5.42 22.79
N 2.41 3.40 23.73
C 1.90 2.06 23.82
O 2.28 1.36 24.73
N 1.03 1.72 22.84
C 0.68 2.50 21.84
O -0.11 2.07 20.96
H -1.44 5.84 22.64
H 0.11 6.06 23.45
H -0.67 4.49 23.45
H 0.50 5.81 20.94
H -0.67 4.42 20.93
H 2.57 4.94 20.25
H 1.22 4.14 19.49
H 3.62 2.60 20.73
H 3.48 3.03 19.06
H 2.33 1.90 19.74
H 3.08 3.64 24.47
```

Properties
Orbital gap   0.2023 Ha
Net charge   -2
HOMO   -1.9 eV
LUMO   3.557 eV
Spin multiplicity   1

=====

Quick one: least stable of them? <Q>

=====

<P>
Molecular formula: C2H9N2S
Method: DFT, ωB97M-V/def2-TZVPD

XYZ file:
```
14
Properties=species:S:1:pos:R:3
C 0.94 0.56 -0.23
C 1.52 -0.31 0.64
N -1.60 0.29 -0.66
N 1.45 0.03 1.89
S -2.77 -0.57 -1.40
H 1.37 0.63 -1.30
H 0.80 1.51 0.20
H -0.45 0.28 -0.64
H 2.11 -1.20 0.33
H -1.84 0.98 0.07
H 2.04 -0.49 2.61
H -2.23 -0.74 -2.62
H 1.05 0.89 2.21
H -2.40 -1.85 -1.10
```

Properties
Orbital gap   0.3320 Ha
Net charge   +1
HOMO   -12.4 eV
LUMO   -3.392 eV
Spin multiplicity   1

=====

<Q>
Molecular formula: C2H9N2S
Method: DFT, ωB97M-V/def2-TZVPD

XYZ file:
```
14
Properties=species:S:1:pos:R:3
C 1.21 1.42 -0.25
C -0.63 -0.39 -0.86
N 0.39 -1.23 -0.82
N -1.21 -0.46 1.29
S -0.40 1.26 -1.26
H 1.20 2.26 0.41
H 2.13 1.44 -0.81
H 1.11 0.54 0.38
H -1.61 -0.72 -1.08
H 1.36 -0.85 -1.00
H 0.10 -2.22 -0.93
H -2.22 -0.37 1.63
H -0.67 -1.13 1.70
H -0.75 0.44 1.62
```

Properties
Orbital gap   0.3757 Ha
Net charge   +1
HOMO   -14.3 eV
LUMO   -4.081 eV
Spin multiplicity   1

=====

Quick one: least stable of them? <P>

=====

<P>
Molecular formula: C3H10N5
Method: DFT, ωB97M-V/def2-TZVPD

XYZ file:
```
18
Properties=species:S:1:pos:R:3
C -0.57 -1.44 0.38
N 0.01 -0.50 -0.63
C 1.20 -1.02 -1.42
N 2.35 -0.15 -1.02
N 1.91 0.70 -0.24
N 0.63 0.65 0.05
C -0.10 1.40 1.00
N -1.41 1.61 0.37
H 0.16 -2.26 0.57
H -0.75 -0.93 1.34
H -1.53 -1.82 0.13
H -0.78 -0.32 -1.19
H 0.96 -1.02 -2.45
H 1.41 -2.02 -1.08
H 0.45 2.28 1.04
H -0.10 1.03 2.00
H -1.71 2.55 0.08
H -2.12 1.27 1.07
```

Properties
Orbital gap   0.4107 Ha
Net charge   +1
SMILES   C[N@@H+]1CN=NN1CN
HOMO   -14.3 eV
LUMO   -3.144 eV
Spin multiplicity   1

=====

<Q>
Molecular formula: C3H10N5
Method: DFT, ωB97M-V/def2-TZVPD

XYZ file:
```
18
Properties=species:S:1:pos:R:3
C -0.83 -1.49 0.48
C -0.10 -0.69 -0.69
N 1.24 -1.15 -0.76
N 2.10 -0.62 -0.05
N 1.87 0.66 0.41
N 0.63 1.17 0.59
N -0.27 0.70 -0.54
C -1.68 1.08 -0.42
H -1.11 -0.80 1.33
H -0.09 -2.25 0.88
H -1.63 -2.00 0.03
H -0.62 -0.99 -1.56
H 3.07 -0.90 -0.20
H 2.64 1.25 0.94
H 0.67 2.20 0.55
H -2.32 1.10 -1.31
H -1.99 0.57 0.46
H -1.57 2.17 -0.16
```

Properties
Orbital gap (alpha / beta)   0.2878 / 0.2879 Ha
Net charge   +1
SMILES   C[C@@H]1N=[NH+]NNN1C
HOMO (alpha / beta)   -12.8 / -12.8 eV
LUMO (alpha / beta)   -4.966 / -4.963 eV
Spin multiplicity   1

=====

<R>
Molecular formula: C3H10N5
Method: DFT, ωB97M-V/def2-TZVPD

XYZ file:
```
18
Properties=species:S:1:pos:R:3
C 1.92 -0.44 -0.69
C 1.09 0.64 -0.02
N 0.26 0.36 0.97
C -0.45 1.28 1.88
N -0.26 -0.89 1.02
N -1.04 -1.21 -0.11
N -0.79 -0.69 -1.20
N -1.66 -0.55 -2.10
H 1.84 -1.23 0.16
H 2.94 -0.06 -0.86
H 1.50 -0.79 -1.74
H 1.12 1.64 -0.46
H -1.52 1.19 1.77
H -0.35 0.85 2.88
H -0.07 2.28 1.91
H -0.67 -1.03 1.91
H -1.31 -0.20 -3.02
H -2.55 -1.16 -2.30
```

Properties
Orbital gap (alpha / beta)   0.3216 / 0.3216 Ha
Net charge   +1
SMILES   C/C=[N+](/C)N/N=N/N
HOMO (alpha / beta)   -13.1 / -13.1 eV
LUMO (alpha / beta)   -4.331 / -4.331 eV
Spin multiplicity   1

=====

Quick one: least stable of them? <Q>

=====

<P>
Molecular formula: C3H10N5
Method: DFT, ωB97M-V/def2-TZVPD

XYZ file:
```
18
Properties=species:S:1:pos:R:3
C -0.26 -1.10 0.38
C -0.88 -2.41 -0.12
C -1.35 2.48 0.39
N 0.92 1.97 0.58
N 0.55 -0.38 -0.30
N 0.06 2.74 0.39
N 1.99 1.54 0.81
N 3.05 1.03 0.19
H -0.11 -0.97 1.42
H -1.69 -2.70 0.66
H -0.33 -3.31 -0.35
H -1.49 -2.27 -1.00
H -1.73 3.17 -0.35
H -1.71 1.49 0.34
H -1.69 2.61 1.40
H 0.58 -0.77 -1.28
H 3.70 0.52 0.73
H 3.11 0.56 -0.79
```

Properties
Orbital gap   0.3672 Ha
Net charge   +1
HOMO   -14.2 eV
LUMO   -4.190 eV
Spin multiplicity   1

=====

<Q>
Molecular formula: C3H10N5
Method: DFT, ωB97M-V/def2-TZVPD

XYZ file:
```
18
Properties=species:S:1:pos:R:3
C -0.49 -0.54 -2.05
C -0.03 0.23 -3.21
C -1.10 1.21 1.96
N -1.37 -0.13 -1.25
N -1.97 0.25 -0.37
N 0.49 0.33 0.39
N -0.43 0.90 0.76
N 1.30 -1.02 1.63
H -0.19 -1.69 -1.85
H -0.82 0.32 -3.92
H 0.73 -0.17 -3.74
H 0.37 1.23 -2.81
H -1.67 0.38 2.29
H -0.56 1.52 2.88
H -1.87 1.93 1.59
H 2.23 -0.52 1.79
H 1.43 -1.81 1.05
H 0.99 -1.39 2.60
```

Properties
Orbital gap   0.3202 Ha
Net charge   +1
HOMO   -12.6 eV
LUMO   -3.875 eV
Spin multiplicity   1

=====

Quick one: least stable of them? <P>